{"formula": "C3H7N3O", "method": "wB97M-V/def2-TZVPD", "symbols": ["C", "N", "C", "O", "N", "C", "N", "H", "H", "H", "H", "H", "H", "H"], "xyz": [[-1.5699, -1.9815, 0.0075], [-0.7945, -1.0907, 1.0356], [0.3998, -0.3933, 0.5498], [1.4976, -0.8551, 0.7437], [0.1226, 0.7581, -0.1287], [1.1331, 1.5731, -0.6419], [0.8273, 2.6463, -1.2363], [-0.7498, -2.5606, -0.4459], [-1.8903, -1.2473, -0.7517], [-0.4716, -1.7137, 1.7756], [-1.4739, -0.4509, 1.4472], [-0.8286, 1.0126, -0.3625], [2.1301, 1.1727, -0.4498], [1.6683, 3.1302, -1.5427]], "mulliken_charge": [-0.789, -0.208, 0.425, -0.553, -0.243, 0.017, -0.616, 0.190, 0.141, 0.352, 0.354, 0.293, 0.359, 0.277], "total_charge": 0, "gap_ev": 7.684}

***

{"formula": "C3H7N3O", "method": "wB97M-V/def2-TZVPD", "symbols": ["C", "C", "C", "H", "H", "H", "H", "H", "H", "H", "N", "N", "N", "O"], "xyz": [[0.1505, -0.1101, -1.1924], [-0.7854, -1.5626, 0.3633], [-1.0847, -1.9339, 1.5834], [2.2564, 2.0547, -0.8293], [0.6669, 2.6939, -0.7593], [-0.1947, -0.7523, -1.9928], [0.4342, 1.2615, 0.8140], [-0.9479, -2.2887, -0.3871], [-1.0732, -1.0381, 2.1315], [-1.3293, -3.1195, 1.7545], [1.2824, 1.8319, -0.4028], [0.9392, 0.9448, -1.4365], [-0.3282, -0.2766, -0.0109], [-0.3437, 0.6659, 0.9617]], "mulliken_charge": [0.180, -0.077, -0.746, 0.353, 0.284, 0.348, 0.541, 0.167, 0.406, 0.191, -0.603, -0.743, 0.218, -0.520], "total_charge": 0, "gap_ev": 8.718, "smiles": "C=CN(O)/C=N\\N"}

***

{"formula": "C3H7N3O", "method": "wB97M-V/def2-TZVPD", "symbols": ["C", "C", "C", "H", "H", "H", "H", "H", "H", "H", "N", "N", "N", "O"], "xyz": [[1.9513, -1.3088, 0.0021], [1.0145, -0.0960, -0.2232], [-2.6142, -0.2814, 0.0734], [2.8891, -0.8948, -0.6719], [1.4695, -2.2593, -0.5125], [2.1322, -1.5831, 1.0288], [-2.7985, -0.8565, 1.0835], [-3.3896, -0.3054, -0.6126], [0.2165, 2.9849, -0.5126], [-0.7416, 1.8974, 0.3601], [-1.3828, -0.0913, -0.5117], [1.2463, 1.1604, -0.0163], [0.3595, 2.2094, 0.1779], [-0.3521, -0.5756, 0.3350]], "mulliken_charge": [-0.788, 0.552, -0.302, 0.274, 0.249, 0.271, 0.224, 0.306, 0.265, 0.266, -0.417, -0.257, -0.518, -0.126], "total_charge": 0, "gap_ev": 9.854, "smiles": "C=NO/C(C)=N\\N"}

***

{"formula": "C3H7N3O", "method": "wB97M-V/def2-TZVPD", "symbols": ["C", "N", "C", "N", "C", "O", "N", "H", "H", "H", "H", "H", "H", "H"], "xyz": [[1.6202, 0.9008, -0.6036], [1.3973, -0.1220, 0.1403], [0.2292, -0.8501, 0.1144], [0.3650, -2.2502, 0.3370], [-1.0541, -0.3737, -0.0016], [-2.1729, -0.8732, 0.1084], [-1.1465, 1.2298, 0.0161], [2.5425, 1.4626, -0.4638], [-0.2732, 1.6973, 0.2836], [0.9734, 1.2118, -1.4359], [-0.3903, -2.5976, 0.9214], [1.2575, -2.4257, 0.7858], [-1.4519, 1.5829, -0.8911], [-1.8962, 1.4075, 0.6890]], "mulliken_charge": [-0.658, -0.519, 0.187, -0.544, 0.429, -0.701, -0.388, 0.263, 0.367, 0.405, 0.253, 0.254, 0.313, 0.339], "total_charge": 0, "gap_ev": [6.885, 6.884], "smiles": "C=N/C(N)=C(\\[NH3+])[O-]"}

***

{"formula": "C3H7N3O2", "method": "wB97M-V/def2-TZVPD", "symbols": ["C", "C", "N", "N", "N", "C", "O", "O", "H", "H", "H", "H", "H", "H", "H"], "xyz": [[0.2787, -0.4862, -0.8460], [1.1571, 0.1668, -1.8410], [-1.2106, -0.5198, 1.1250], [-0.0468, -0.4997, 1.9737], [0.8434, -0.0504, 0.9432], [-0.5824, 0.3161, 0.0459], [-2.4114, -0.0385, 1.6283], [-1.1567, 1.3490, -0.3786], [-2.3965, 0.9145, 1.4004], [0.1382, -1.4693, 2.2369], [1.3379, 0.8180, 1.1457], [-0.0669, -1.4953, -1.0701], [0.5726, 0.3798, -2.7462], [1.9776, -0.4991, -2.1286], [1.5659, 1.1141, -1.4886]], "mulliken_charge": [0.187, -1.224, 0.026, -0.340, -0.273, 0.385, -0.368, -0.732, 0.353, 0.271, 0.327, 0.410, 0.311, 0.367, 0.300], "total_charge": 0, "gap_ev": 8.741}

***

{"formula": "C3H7N3O2", "method": "wB97M-V/def2-TZVPD", "symbols": ["C", "C", "C", "H", "H", "H", "H", "H", "H", "H", "N", "N", "N", "O", "O"], "xyz": [[-1.5665, 0.1203, -0.0114], [-0.3459, -0.9355, 0.2297], [2.1029, 0.4417, -0.3754], [-2.5068, -1.7167, -0.0664], [-3.0055, -0.1013, -1.6482], [-2.2914, 1.8298, -0.3485], [0.0614, -1.2982, -0.7638], [-0.7715, -1.8115, 0.8640], [0.5369, 1.5157, 0.1050], [2.2859, 1.5260, -0.9016], [-2.6943, -0.5525, -0.3730], [-1.3815, 1.3930, 0.0093], [1.1397, 0.7244, 0.5227], [0.6830, -0.4305, 1.0983], [2.4545, -0.6516, -0.7747]], "mulliken_charge": [0.516, -0.478, 0.165, 0.320, 0.352, 0.261, 0.276, 0.306, 0.377, 0.210, -0.653, -0.640, -0.188, -0.294, -0.529], "total_charge": 0, "gap_ev": 9.129}

***

{"formula": "C3H7N3O2", "method": "wB97M-V/def2-TZVPD", "symbols": ["C", "C", "C", "H", "H", "H", "H", "H", "H", "H", "N", "N", "N", "O", "O"], "xyz": [[-1.5416, 0.4380, -0.5985], [-0.8546, 1.5048, 0.3328], [1.4969, 0.9687, -0.0507], [0.1211, -1.6064, 0.6855], [-1.3000, -2.5911, 0.2505], [-2.0034, 1.0366, -1.3325], [-0.7278, 0.9426, 1.2992], [-1.2427, 2.4668, 0.4528], [2.5374, 1.1119, -0.6529], [2.0376, -2.1672, -0.0544], [-0.9614, -1.6707, 0.4761], [-1.5925, -0.8291, -0.4896], [1.1395, -0.3433, -0.0574], [0.6764, 1.8850, 0.0120], [2.2149, -1.1468, -0.2729]], "mulliken_charge": [0.060, -0.549, 0.020, 0.349, 0.263, 0.365, 0.366, 0.340, 0.294, 0.322, -0.456, -0.358, -0.256, -0.311, -0.448], "total_charge": 0, "gap_ev": 9.227, "smiles": "N/N=C\\CO/C=N/O"}

***

{"formula": "C3H7N3O2", "method": "wB97M-V/def2-TZVPD", "symbols": ["N", "C", "C", "N", "N", "C", "O", "O", "H", "H", "H", "H", "H", "H", "H"], "xyz": [[0.6422, 0.4603, -1.2316], [1.2004, 0.0761, 0.0509], [-0.2519, 0.4095, -0.0793], [-0.9160, 1.6354, 0.2981], [-1.2268, -1.8113, -0.4113], [-0.5898, -0.9246, 0.4982], [2.0500, 0.9885, 0.7029], [0.9540, -1.1882, 0.5916], [2.8360, 0.5067, 1.0009], [0.9304, 1.4224, -1.3917], [-0.7099, 2.3789, -0.3634], [-1.9269, 1.5155, 0.2663], [-0.7830, -1.7693, -1.3301], [-1.2044, -2.7810, -0.1102], [-1.0042, -0.9188, 1.5086]], "mulliken_charge": [-0.788, 0.586, 0.262, -0.617, -0.602, 0.053, -0.498, -0.527, 0.342, 0.356, 0.255, 0.269, 0.287, 0.249, 0.373], "total_charge": 0, "gap_ev": 8.551, "smiles": "N[C@H]1O[C@@]2(O)N[C@@]12N"}

***

{"formula": "C3H7N3O2", "method": "wB97M-V/def2-TZVPD", "symbols": ["C", "C", "C", "H", "H", "H", "H", "H", "H", "H", "N", "N", "N", "O", "O"], "xyz": [[0.7631, 0.5139, -0.1124], [-0.4657, -0.5452, -0.4368], [-1.9131, -0.1731, -0.0777], [1.5235, -1.5704, -0.4610], [3.1887, -1.3722, 0.2356], [1.3135, 2.4642, -0.4071], [-0.3480, 2.3277, 0.0030], [-0.4087, -1.0372, -1.3285], [-0.4687, -1.4881, 0.1884], [-2.8254, 0.3788, 1.4198], [2.1201, -1.2753, 0.4760], [1.8969, 0.1613, 0.1971], [0.4712, 1.8232, -0.4228], [-1.8977, 0.4592, 1.2425], [-2.9498, -0.6669, -0.5162]], "mulliken_charge": [0.666, -0.906, 0.261, 0.250, 0.303, 0.280, 0.258, 0.651, 0.389, 0.309, -0.521, -0.456, -0.500, -0.446, -0.539], "total_charge": 0, "gap_ev": 9.593, "smiles": "N/N=C(/N)CC(=O)O"}

***

{"formula": "C3H7N3O2", "method": "wB97M-V/def2-TZVPD", "symbols": ["C", "C", "C", "H", "H", "H", "H", "H", "H", "H", "N", "N", "N", "O", "O"], "xyz": [[-1.4401, -1.2079, 0.5732], [-0.8790, -0.5816, -0.7421], [1.5442, 0.0900, -0.2276], [-2.0310, -1.7259, 0.1677], [-2.0950, -0.2235, 1.1707], [-0.7051, -1.9161, 1.1029], [-0.4602, -1.2648, -1.2652], [-1.6287, 0.0526, -1.0542], [3.1103, 0.7770, 0.4420], [1.9231, 2.1590, 0.6271], [0.0700, 0.3842, -0.4225], [-0.1354, 1.7917, -0.0593], [2.2950, 0.9276, 0.1796], [-1.3404, 1.9072, -0.1856], [1.7724, -1.1693, -0.3067]], "mulliken_charge": [-0.955, -0.875, 0.537, 0.504, 0.188, 0.264, 0.589, 0.417, 0.132, 0.426, 0.278, -0.074, -0.315, -0.453, -0.661], "total_charge": 0, "gap_ev": 9.470}

***

{"formula": "C3H7N3O2", "method": "wB97M-V/def2-TZVPD", "symbols": ["C", "C", "C", "N", "N", "O", "N", "O", "H", "H", "H", "H", "H", "H", "H"], "xyz": [[1.0048, -1.0974, 0.5852], [0.9246, -0.2095, -0.6599], [-0.1259, -0.0721, 0.7374], [-1.2650, 0.5263, -1.4124], [-0.9851, 0.1519, 1.7942], [1.6971, -0.1976, -1.7417], [-0.5522, -0.4322, -0.6624], [0.7831, 0.9798, 0.1888], [1.2800, 0.3446, -2.4269], [-1.0037, 1.4770, -1.1293], [-2.2548, 0.3807, -1.2426], [-0.4860, 0.2850, 2.6647], [-1.6039, 0.9370, 1.6274], [0.7140, -2.1332, 0.4651], [1.8732, -0.9402, 1.2124]], "mulliken_charge": [-0.437, 0.615, 0.262, -0.642, -0.533, -0.509, -0.190, -0.534, 0.361, 0.234, 0.266, 0.269, 0.246, 0.281, 0.311], "total_charge": 0, "gap_ev": 10.013}

***

{"formula": "C3H7N3O2", "method": "wB97M-V/def2-TZVPD", "symbols": ["C", "C", "C", "H", "H", "H", "H", "H", "H", "H", "N", "N", "N", "O", "O"], "xyz": [[-1.6667, 1.2285, 0.3547], [-1.1358, -0.1006, -0.2050], [1.2644, 0.4211, -0.2586], [-2.2811, 1.6711, -0.3589], [-2.2947, 0.8436, 1.2560], [-0.8633, 1.8724, 0.7420], [-1.3590, -1.7735, -1.0697], [0.2494, -1.9937, 1.1439], [2.5208, -1.1865, -0.0023], [3.1600, 0.4371, -0.2453], [-1.7960, -0.8454, -1.0097], [0.1950, -0.3649, 0.2040], [2.4411, -0.1757, -0.2882], [0.4664, -1.6834, 0.2126], [1.0995, 1.6499, -0.4755]], "mulliken_charge": [-0.930, 0.524, 0.444, 0.330, 0.239, 0.303, 0.291, 0.389, 0.257, 0.250, -0.648, 0.161, -0.364, -0.569, -0.676], "total_charge": 0, "gap_ev": 9.904, "smiles": "[H]/N=C(/C)N(O)C(N)=O"}

***

{"formula": "C3H7N3O2", "method": "wB97M-V/def2-TZVPD", "symbols": ["C", "C", "C", "H", "H", "H", "H", "H", "H", "H", "N", "N", "N", "O", "O"], "xyz": [[0.5630, 1.2862, -0.2597], [2.6118, -0.7238, 0.0011], [-0.9099, -0.7556, -0.0481], [1.2655, 1.5857, -1.1219], [0.5272, 2.0182, 0.6421], [-0.3886, 1.5294, -0.6196], [2.9043, 0.4187, 0.3345], [3.4347, -1.6068, -0.1119], [-2.1193, 0.4967, 1.2069], [-3.3157, -1.1933, 0.1475], [0.3526, -0.0711, 0.0653], [1.3713, -1.0384, 0.0053], [-1.9710, 0.2411, 0.1386], [-1.0045, -1.9295, -0.1907], [-3.3214, -0.2575, -0.1895]], "mulliken_charge": [-1.170, -0.273, 0.394, 0.390, 0.257, 0.566, 0.225, 0.251, 0.281, 0.335, 0.384, -0.515, -0.230, -0.475, -0.421], "total_charge": 0, "gap_ev": 9.986, "smiles": "C=NN(C)C(=O)NO"}

***

{"formula": "C3H7N3O2", "method": "wB97M-V/def2-TZVPD", "symbols": ["O", "C", "N", "C", "N", "O", "C", "N", "H", "H", "H", "H", "H", "H", "H"], "xyz": [[-2.1377, 0.0329, -0.2478], [-0.9155, 0.0809, -0.2102], [-0.4472, 1.3055, 0.3966], [0.6369, 1.4668, 1.2471], [1.7182, 0.5615, 1.2606], [0.4865, 2.3361, 2.1134], [-0.0609, -0.9554, -0.7583], [-0.8026, -1.8235, -1.7083], [-1.1791, 2.0148, 0.6127], [1.8064, -0.0905, 0.5442], [2.4841, 0.7724, 1.9294], [0.0911, -1.6341, 0.1328], [0.8959, -0.6333, -1.2804], [-1.6127, -2.1010, -1.3391], [-0.9634, -1.3332, -2.6926]], "mulliken_charge": [-0.473, 0.696, -0.111, 0.573, -0.272, -0.428, -0.769, -0.351, 0.330, 0.146, 0.258, 0.391, 0.399, 0.281, 0.330], "total_charge": 1, "gap_ev": [11.597, 3.861], "multiplicity": 2}

***

{"formula": "C3H7N3O2S", "method": "wB97M-V/def2-TZVPD", "symbols": ["C", "C", "C", "N", "N", "N", "O", "O", "S", "H", "H", "H", "H", "H", "H", "H"], "xyz": [[0.4529, 0.0274, 0.0651], [-1.3830, 1.9762, -0.1065], [2.3066, -1.8959, -0.1321], [1.2431, 0.9976, 0.1997], [-1.1433, 0.5124, 0.2126], [-2.1622, -0.3057, 0.0791], [-2.0256, -1.5300, 0.0438], [-3.2667, 0.2218, 0.0366], [0.4817, -1.7506, 0.1387], [-2.1762, 2.1727, 0.6262], [-0.5830, 2.3995, 0.2875], [-1.7178, 2.2480, -1.1015], [2.5594, -1.7326, -1.1894], [2.4438, -2.9142, 0.3125], [2.7496, -1.2012, 0.5527], [2.2207, 0.7747, -0.0249]], "mulliken_charge": [0.502, -1.050, -0.955, -0.599, -0.150, 1.164, -0.711, -0.664, 0.121, 0.350, 0.524, 0.268, 0.299, 0.338, 0.308, 0.253], "total_charge": 0, "gap_ev": 10.052, "smiles": "[H]/N=C(\\SC)N(C)[N+](=O)[O-]"}

***

{"formula": "C3H7N3O2S", "method": "wB97M-V/def2-TZVPD", "symbols": ["C", "C", "C", "N", "N", "N", "O", "O", "S", "H", "H", "H", "H", "H", "H", "H"], "xyz": [[1.4054, 0.1437, -0.5900], [1.8321, -0.8274, 0.5193], [0.4797, 1.1261, 0.2757], [0.7329, -1.5340, 1.0228], [-1.6359, -0.4440, -0.1506], [-2.8903, 0.0364, -0.3356], [-3.6238, -0.5258, -1.1230], [-3.1280, 1.0631, 0.2750], [-0.6276, 0.0429, 1.2067], [2.1733, 0.6483, -0.9638], [0.8714, -0.2588, -1.3230], [2.4094, -1.6977, 0.0375], [2.4003, -0.3110, 1.3225], [1.0008, 1.7804, 0.8893], [0.0009, 1.9100, -0.2295], [-1.4007, -1.1524, -0.8332]], "mulliken_charge": [-0.863, -0.195, -0.791, -0.523, -0.328, 1.082, -0.618, -0.606, 0.195, 0.432, 0.368, 0.332, 0.259, 0.528, 0.388, 0.341], "total_charge": 0, "gap_ev": [8.231, 8.231]}

***

{"formula": "C3H7N3OS", "method": "wB97M-V/def2-TZVPD", "symbols": ["C", "C", "C", "H", "H", "H", "H", "H", "H", "H", "N", "N", "N", "O", "S"], "xyz": [[0.7908, -1.3791, -1.3530], [-1.2802, -0.3499, 0.0116], [0.3330, 2.0740, 0.9395], [0.8627, -2.8614, -1.0423], [0.8689, -1.3615, -2.6072], [1.8975, -0.6519, -0.5098], [-1.0697, -0.7532, -1.9234], [-1.0236, 0.0768, 2.0181], [1.4189, 0.4184, 1.2532], [1.3168, 2.6429, 1.2065], [-0.5368, -0.2172, -1.2520], [-0.5317, -0.1376, 1.2159], [0.5737, 0.7452, 0.8132], [-2.3556, -0.6971, 0.1788], [-1.2647, 2.4513, 1.0508]], "mulliken_charge": [-0.631, 0.403, -0.111, 0.247, 0.294, 0.193, 0.367, 0.263, 0.324, 0.279, -0.340, -0.319, -0.129, -0.511, -0.329], "total_charge": 0, "gap_ev": 8.700}

***

{"formula": "C3H7N3S", "method": "wB97M-V/def2-TZVPD", "symbols": ["C", "C", "C", "N", "N", "N", "S", "H", "H", "H", "H", "H", "H", "H"], "xyz": [[-0.8865, -0.3912, 0.1123], [-1.0080, 1.1316, 0.0155], [0.4415, -0.7338, 0.8392], [-1.7032, -1.1451, -0.4164], [2.3740, -0.5420, -0.8897], [0.1552, 1.7871, -0.4984], [1.8967, 0.3681, 0.3243], [-1.9062, 1.3117, -0.6960], [-1.3483, 1.6644, 1.0032], [0.5250, -0.6875, 1.8752], [0.6476, -1.7335, 0.5607], [-1.5409, -2.1886, -0.3016], [3.3126, -0.2751, -1.1682], [0.4462, 1.5368, -1.4686]], "mulliken_charge": [0.666, -0.437, -0.882, -0.669, -0.541, -0.681, 0.285, 0.327, 0.250, 0.456, 0.408, 0.255, 0.248, 0.315], "total_charge": 0, "gap_ev": [8.098, 8.306]}

***

{"formula": "C3H7N3S", "method": "wB97M-V/def2-TZVPD", "symbols": ["C", "C", "C", "H", "H", "H", "H", "H", "H", "H", "N", "N", "N", "S"], "xyz": [[-0.6512, 1.8064, 0.3312], [1.6058, -0.7248, -0.4702], [-0.8070, -1.2647, 0.1237], [-1.4996, 2.4099, -0.1057], [0.2747, 2.5763, 0.7615], [-1.0922, 1.1780, 1.3243], [-1.0735, 0.7283, -1.3747], [2.0255, 0.0906, -1.0144], [1.8083, -2.2043, 0.7102], [-0.4057, -2.1569, 0.5419], [-0.2467, 0.8230, -0.6580], [0.1853, -0.3291, -0.1254], [2.2754, -1.5657, 0.1226], [-2.3989, -1.3671, -0.1670]], "mulliken_charge": [-0.675, -0.015, -0.217, 0.321, 0.203, 0.243, 0.311, 0.421, 0.262, 0.180, -0.503, 0.229, -0.537, -0.223], "total_charge": 0, "gap_ev": 8.961, "smiles": "[H]/N=C\\N(C=S)NC"}

***

{"formula": "C3H7N3S", "method": "wB97M-V/def2-TZVPD", "symbols": ["C", "C", "C", "H", "H", "H", "H", "H", "H", "H", "N", "N", "N", "S"], "xyz": [[-0.8368, 0.1642, -1.5715], [-0.7577, 1.0611, 0.6763], [0.7930, -0.8306, -0.1243], [-1.2407, -0.8159, -1.7022], [-0.2003, 0.3699, -2.3880], [-1.6641, 0.9296, -1.5280], [-1.7411, 1.3648, 0.4167], [0.7337, 1.2412, 1.9196], [1.9529, -1.6733, 1.2655], [0.5717, -0.9811, 1.8712], [-0.2003, 0.1479, -0.2808], [-0.2169, 1.5622, 1.7514], [1.2785, -0.9100, 1.1458], [1.5282, -1.6301, -1.4516]], "mulliken_charge": [-1.121, 0.158, 0.221, 0.417, 0.348, 0.284, 0.351, 0.321, 0.275, 0.262, -0.004, -0.691, -0.507, -0.314], "total_charge": 0, "gap_ev": 8.967, "smiles": "[H]/N=C\\N(C)C(N)=S"}

***

The records above give, respectively, relative energy (zero: lowest compared OMol25 entry of this formula, charge and spin) values of 80.3, 140.3, 154.3, 68.5, 185.1, 161.5, 176.4, 105.6, 89.5, 218.5, 107.4, 74.3, 137.7, 53.1, 79.7, 140.8, 181.5, 103.6, 82.9, 21.5 kcal per mole.